1.
DFT (wB97M-V/def2-TZVPD) results for a structure of composition C18H24ILaN4OTe.

E_HOMO (spin up / spin down)	2.76 / 1.44	eV
charge	-2
HOMO-LUMO gap (spin up / spin down)	1.57 / 3.00	eV
total energy	-1591.6911	a.u.

Each line ends with the Mulliken charge.
CARTESIAN COORDINATES (ANGSTROEM)
1 C 1.697 -0.732 -3.320  -1.290
2 I -2.545 1.918 -3.568  0.052
3 H 1.005 -1.263 -3.996  0.170
4 H 2.635 -1.330 -3.308  0.282
5 H 1.992 0.236 -3.759  0.311
6 C -0.884 3.924 1.054  -0.399
7 C -2.115 3.753 0.542  -0.928
8 N -2.214 2.400 0.187  0.372
9 C -1.059 1.736 0.588  -0.655
10 N -0.241 2.697 1.051  0.615
11 H -0.413 4.820 1.432  0.427
12 H -2.964 4.396 0.425  0.517
13 C 1.875 -3.277 0.379  -0.748
14 C 1.189 -1.681 -1.034  -0.120
15 N 1.950 -1.933 0.069  0.496
16 H 0.814 -4.906 -0.672  0.424
17 N 0.698 -2.893 -1.427  0.703
18 H 2.251 -3.678 1.290  0.385
19 La -1.375 0.510 -1.302  0.041
20 C 1.230 -0.542 -1.956  0.203
21 O 1.034 0.691 -1.490  -0.982
22 C 1.102 -3.872 -0.556  -0.358
23 C -0.397 -3.072 -2.345  -1.322
24 H -1.355 -2.964 -1.815  0.283
25 H -0.397 -4.114 -2.666  0.477
26 H -0.361 -2.393 -3.212  0.066
27 C 2.463 -0.930 0.958  -0.989
28 H 3.279 -1.369 1.521  0.416
29 H 1.675 -0.666 1.669  0.308
30 H 2.811 -0.035 0.437  0.234
31 C 1.098 2.425 1.549  -0.430
32 H 1.516 3.350 1.970  0.321
33 H 1.719 2.059 0.715  0.096
34 H 1.046 1.654 2.334  -0.023
35 C -3.515 1.752 0.038  -1.253
36 H -3.820 1.668 -1.016  0.271
37 H -4.246 2.405 0.531  0.411
38 H -3.524 0.763 0.557  0.281
39 Te -1.842 -1.137 1.367  -0.345
40 C -1.197 -0.064 3.101  -0.401
41 C -1.802 1.135 3.538  -0.087
42 C -1.087 1.983 4.405  -0.414
43 C 0.126 1.556 4.957  -0.399
44 C 0.613 0.276 4.683  -0.440
45 C -0.071 -0.563 3.796  -0.310
46 H -2.803 1.397 3.173  0.322
47 H -1.499 2.969 4.652  0.344
48 H 0.662 2.215 5.637  0.327
49 H 1.511 -0.084 5.173  0.313
50 H 0.246 -1.584 3.595  0.426

Forces on the atoms, in the same order (eV/Å):
C 0.8705 -0.6925 -1.4894
I -0.7916 1.1018 -1.7040
H 0.1944 0.3110 -0.2256
H -0.2431 -0.0389 -0.2236
H -0.4979 -0.2797 0.1693
C 0.4243 0.2175 0.3118
C -0.1079 -0.1900 -0.2210
N -1.5176 1.0573 0.7272
C 0.7181 -0.3364 -0.0155
N 0.3627 1.4254 1.0407
H -0.0327 -0.1053 -0.0710
H 0.0690 0.3451 -0.0534
C -0.7949 -0.2894 -0.1694
C 0.0427 2.6813 -3.3699
N 0.3059 0.1019 1.0209
H -0.0044 0.1444 0.0537
N 0.1123 -0.8676 -0.9613
H 0.3025 -0.1311 0.3392
La 2.9176 -2.9203 -0.6718
C -1.4624 -2.0606 3.1367
O -0.1066 1.4824 0.6499
C 0.5629 -0.2535 0.5302
C -0.3003 -0.1892 -0.0310
H -0.0560 0.4022 -0.0419
H 0.1456 0.0190 -0.3325
H 0.0109 -0.4833 0.4612
C -0.2224 0.0430 0.3908
H 0.2853 -0.0345 0.0953
H 0.0476 0.3287 0.0107
H -0.1882 -0.2664 -0.1627
C -0.1803 -0.0665 -0.2528
H -0.0884 -0.2536 -0.1136
H -0.1714 0.1280 0.2773
H 0.0342 0.2682 -0.2336
C -0.3755 0.4055 0.8034
H -0.0347 -0.0626 0.1428
H -0.1637 -0.2064 -0.0535
H 0.0605 0.6983 -0.4008
Te -0.4296 -1.5987 0.8884
C -0.1193 -0.2112 0.2667
C 0.8720 -0.0224 -0.0258
C -0.4785 -0.4426 -0.0703
C -0.1516 0.1646 -0.0537
C -0.4642 -0.2967 -0.0062
C -0.3281 1.0387 -0.1145
H 0.5779 0.1235 -0.0927
H 0.1696 -0.3822 0.0156
H 0.0134 -0.0864 -0.1175
H 0.0395 0.0488 0.0328
H 0.1718 0.2316 -0.0854

2.
DFT (wB97M-V/def2-TZVPD) results for a structure of composition C26H37N3O8Ti.

E_HOMO	-0.94	eV
ΔE to the lowest compared entry with this formula, charge and spin	44.46	kcal/mol
charge	-2
HOMO-LUMO gap	5.43	eV
total energy	-2628.6955	a.u.

Each line ends with the Mulliken charge.
CARTESIAN COORDINATES (ANGSTROEM)
1 Ti -0.023 -0.268 -1.743  -0.379
2 O -3.436 0.532 -3.489  -0.865
3 C -2.137 0.115 -3.263  0.355
4 O -1.363 0.943 -2.461  -0.484
5 C -1.343 -0.217 -4.504  -0.666
6 O -0.462 -1.272 -4.042  -0.453
7 C -1.391 -2.228 -3.453  -0.731
8 C -2.291 -1.378 -2.532  0.968
9 O -3.590 -1.679 -2.522  -1.137
10 O -1.625 -1.252 -1.251  0.048
11 H -3.905 -0.299 -3.099  0.407
12 H -1.988 -0.598 -5.303  0.314
13 H -0.716 0.602 -4.855  0.194
14 H -2.043 -2.701 -4.191  0.390
15 H -0.792 -2.963 -2.922  0.244
16 O 0.633 -0.453 0.304  -0.242
17 C 1.320 -1.631 0.706  2.872
18 C 1.251 -2.607 -0.514  0.146
19 O 1.469 -3.789 -0.293  -0.779
20 O 1.054 -2.011 -1.620  -0.642
21 C 0.518 -2.164 1.897  -0.339
22 C -0.787 -2.566 1.608  -0.097
23 C -1.639 -2.941 2.637  -0.521
24 C -1.201 -2.908 3.956  -0.575
25 C 0.082 -2.491 4.246  -0.951
26 C 0.944 -2.111 3.210  -0.314
27 C 2.797 -1.349 0.913  -0.632
28 C 3.356 -0.207 0.361  0.522
29 C 4.722 0.036 0.510  -0.913
30 C 5.524 -0.869 1.179  -0.576
31 C 4.974 -2.043 1.678  -1.027
32 C 3.614 -2.288 1.536  -0.011
33 H 0.957 0.360 0.710  0.614
34 H -1.147 -2.542 0.578  -0.003
35 H -2.651 -3.244 2.398  0.458
36 H -1.872 -3.199 4.758  0.362
37 H 0.424 -2.443 5.273  0.358
38 H 1.940 -1.760 3.447  0.478
39 H 2.738 0.443 -0.261  -0.235
40 H 5.148 0.930 0.071  0.338
41 H 6.586 -0.677 1.291  0.379
42 H 5.603 -2.779 2.165  0.371
43 H 3.185 -3.220 1.878  0.590
44 C -3.694 0.397 1.925  -1.520
45 C -2.681 1.483 2.292  1.976
46 C -3.241 2.857 1.949  -1.997
47 C -2.356 1.410 3.780  -1.768
48 N -1.384 1.304 1.593  -0.577
49 N -1.471 1.143 0.180  0.339
50 H -4.645 0.561 2.443  0.490
51 H -3.316 -0.590 2.206  0.173
52 H -3.892 0.379 0.853  0.378
53 H -4.105 3.082 2.581  0.483
54 H -3.572 2.903 0.909  0.363
55 H -2.476 3.622 2.101  0.377
56 H -3.243 1.621 4.383  0.448
57 H -1.576 2.135 4.029  0.391
58 H -1.993 0.412 4.044  0.291
59 H -1.004 0.422 1.930  -0.058
60 H -1.872 1.945 -0.284  0.293
61 H -1.980 0.304 -0.114  0.141
62 C 1.526 3.083 -0.919  -1.483
63 C 1.721 2.295 -2.221  1.854
64 C 3.215 2.322 -2.586  -1.312
65 C 0.933 2.980 -3.345  -1.768
66 N 1.261 0.946 -2.039  0.067
67 H 1.748 4.151 -1.044  0.454
68 H 2.186 2.693 -0.134  0.211
69 H 0.495 2.972 -0.574  0.216
70 H 3.575 3.343 -2.773  0.388
71 H 3.377 1.721 -3.484  0.326
72 H 3.815 1.886 -1.780  -0.041
73 H 1.140 4.058 -3.385  0.432
74 H -0.135 2.806 -3.199  0.283
75 H 1.210 2.539 -4.308  0.311

Forces on the atoms, in the same order (eV/Å):
Ti 1.9659 2.4646 -0.6962
O 0.0760 0.3642 -0.0581
C -0.3625 -0.2038 0.6907
O -0.4341 -0.3442 -0.7244
C 0.2761 -0.1799 -0.1763
O -0.4171 -0.0276 0.3014
C -0.0981 -0.0762 0.3380
C -0.3604 0.5518 0.2009
O 0.2969 -0.2757 0.3125
O -0.8122 -0.6099 -0.4811
H -0.0832 -0.0421 0.0062
H 0.0155 -0.0745 -0.0592
H 0.0071 0.0436 0.0052
H 0.2239 0.0983 -0.3776
H -0.0068 -0.0321 0.0010
O -0.1133 -0.2553 0.3604
C 0.0124 -0.0502 0.4029
C 0.0354 0.2518 -0.3519
O 0.0621 -0.1197 -0.0289
O 0.2236 -0.7760 0.2506
C 0.2194 0.1361 -0.4390
C -0.2620 -0.1532 0.1114
C 0.1239 0.0651 -0.2614
C -0.2040 -0.0861 0.1382
C 0.3442 0.1404 -0.1985
C -0.1318 -0.0624 0.3916
C -0.4052 -0.2151 0.0359
C 0.3202 0.2072 -0.0549
C -0.3417 0.0569 -0.0999
C 0.2140 0.0007 0.0411
C -0.2722 -0.1018 0.0011
C 0.3156 -0.0280 0.1133
H 0.0344 0.0043 -0.0551
H 0.0206 0.0349 0.0587
H -0.0104 -0.0088 0.0217
H 0.0062 0.0054 -0.0054
H 0.0018 -0.0032 0.0070
H 0.0254 -0.0083 -0.0065
H 0.0901 -0.0471 0.0327
H 0.0220 -0.0092 0.0074
H -0.0067 -0.0041 -0.0022
H 0.0127 0.0080 0.0025
H -0.0214 0.0088 0.0184
C -0.0421 -0.0550 0.0305
C 0.0123 -0.2204 -0.0477
C 0.0130 0.1123 -0.0509
C 0.0407 0.0052 0.0596
N -0.3207 0.0539 0.0658
N 0.1302 -0.1024 -0.0566
H 0.0213 0.0054 0.0039
H -0.0011 0.0319 -0.0099
H -0.0086 0.0079 0.0041
H 0.0051 0.0026 -0.0152
H 0.0378 -0.0247 0.0123
H -0.0285 -0.0078 0.0253
H 0.0129 -0.0228 -0.0048
H -0.0348 -0.0037 0.0026
H -0.0005 0.0332 -0.0135
H 0.1134 0.0327 -0.0565
H 0.1698 0.1065 0.0407
H -0.0909 0.0311 -0.0937
C -0.0716 0.0971 0.1601
C -0.0153 -0.2313 0.0020
C 0.1005 -0.0511 -0.0305
C -0.0982 0.0415 -0.1222
N -0.5051 -0.4463 0.3365
H 0.0312 -0.0384 -0.0093
H -0.0372 -0.0030 -0.0222
H 0.0112 0.0076 -0.0355
H -0.0345 -0.0227 0.0100
H 0.0057 0.0200 0.0247
H -0.0372 0.0145 -0.0404
H 0.0143 -0.0237 -0.0180
H 0.0343 0.0102 0.0425
H -0.0295 -0.0076 0.0318

3.
DFT (wB97M-V/def2-TZVPD) results for a structure of composition C18H38NO2OsSi3.

E_HOMO	-18.68	eV
charge	+3
HOMO-LUMO gap	7.36	eV
total energy	-1872.0120	a.u.

Each line ends with the Mulliken charge.
CARTESIAN COORDINATES (ANGSTROEM)
1 Os -0.361 -0.674 -0.639  0.995
2 C -0.880 -0.210 -3.797  -0.832
3 O -1.384 -0.535 -2.459  0.309
4 C -2.618 -1.329 -2.447  -0.608
5 C -2.211 -2.707 -1.992  -0.358
6 O -1.431 -2.475 -0.763  -0.085
7 C -1.601 -3.470 0.304  -0.805
8 H -1.666 0.328 -4.322  0.323
9 H -0.622 -1.129 -4.318  0.420
10 H -0.012 0.425 -3.660  0.163
11 H -3.073 -1.297 -3.434  0.560
12 H -3.278 -0.845 -1.727  0.187
13 H -1.537 -3.197 -2.697  0.270
14 H -3.041 -3.366 -1.752  0.567
15 H -1.692 -4.447 -0.166  0.483
16 H -2.493 -3.213 0.865  0.348
17 H -0.704 -3.423 0.915  0.166
18 C -1.581 -1.111 3.022  -1.084
19 Si -1.334 0.625 2.406  0.294
20 C -2.923 1.347 1.776  -1.051
21 C -0.474 1.656 3.688  -0.979
22 C -0.062 0.449 0.738  -0.438
23 Si -0.079 2.371 -0.270  0.476
24 C -1.740 2.539 -1.095  -0.855
25 C 0.084 3.713 1.003  -1.211
26 C 1.321 2.406 -1.502  -0.831
27 Si 1.871 -0.051 1.244  -0.579
28 C 1.921 -1.382 2.528  -1.069
29 C 2.740 1.501 1.761  -0.947
30 C 2.512 -0.755 -0.406  0.652
31 C 3.826 -0.995 -0.756  -0.662
32 C 4.140 -1.668 -1.931  -0.482
33 C 3.108 -2.115 -2.740  -1.021
34 C 1.805 -1.847 -2.365  0.172
35 N 1.523 -1.171 -1.243  -0.227
36 H -2.008 -0.939 4.019  0.470
37 H -0.699 -1.722 3.174  0.359
38 H -2.334 -1.682 2.479  0.276
39 H -3.710 1.013 2.460  0.496
40 H -3.214 1.000 0.782  0.336
41 H -2.943 2.436 1.769  0.331
42 H -1.200 1.787 4.499  0.453
43 H -0.147 2.646 3.393  0.366
44 H 0.366 1.120 4.135  0.313
45 H -2.518 2.848 -0.401  0.402
46 H -2.110 1.705 -1.691  0.135
47 H -1.589 3.370 -1.795  0.420
48 H -0.830 3.858 1.576  0.370
49 H 0.217 4.606 0.378  0.459
50 H 0.936 3.665 1.673  0.395
51 H 1.184 1.681 -2.304  0.038
52 H 2.317 2.256 -1.091  0.278
53 H 1.323 3.397 -1.965  0.534
54 H 1.590 -1.065 3.515  0.414
55 H 2.981 -1.647 2.620  0.445
56 H 1.387 -2.283 2.232  0.337
57 H 2.314 1.926 2.668  0.394
58 H 2.826 2.271 1.002  0.376
59 H 3.754 1.166 2.015  0.480
60 H 4.618 -0.659 -0.098  0.505
61 H 5.170 -1.853 -2.203  0.495
62 H 3.298 -2.666 -3.651  0.482
63 H 0.966 -2.181 -2.959  0.377

Forces on the atoms, in the same order (eV/Å):
Os 1.2040 -0.1628 0.2423
C -0.0661 0.1158 0.1400
O -0.2546 -0.1796 0.0320
C 0.0818 -0.1200 0.1097
C 0.1908 0.2577 0.1822
O -0.0645 0.2145 0.0095
C 0.1878 0.0088 -0.2931
H 0.0349 0.0223 -0.0306
H -0.0092 0.0022 -0.0493
H 0.0322 -0.0062 -0.0193
H 0.0025 -0.1258 -0.0174
H -0.0852 -0.0387 -0.0354
H -0.1058 -0.0585 -0.0491
H -0.1493 0.1074 -0.0610
H 0.0226 -0.0228 0.0653
H -0.0246 -0.0927 0.0519
H -0.0717 -0.0032 0.0361
C -0.2236 0.1739 0.1007
Si 0.2481 0.1543 -0.2208
C -0.0743 -0.1374 -0.0261
C 0.0829 -0.2990 0.0735
C -0.8871 0.6476 0.2646
Si 0.0533 0.0604 -0.2091
C 0.1179 0.0111 -0.1370
C -0.0406 -0.1962 -0.1045
C -0.1072 -0.0876 0.0120
Si 0.0110 -0.3801 -0.0285
C 0.2368 0.0839 -0.2252
C -0.0774 -0.1086 -0.0546
C -0.1338 -0.0355 0.1810
C 0.1165 0.1046 0.1417
C -0.0376 -0.0195 -0.0416
C -0.0780 0.0170 0.0425
C 0.0094 0.0084 -0.1056
N -0.2556 0.0688 -0.0354
H -0.0083 -0.0924 0.0027
H 0.1408 0.0012 -0.0438
H 0.0072 0.0564 -0.0874
H 0.0084 0.0524 0.0503
H 0.0121 -0.0585 0.0265
H 0.0408 0.0324 0.0484
H -0.0593 -0.0055 -0.0284
H -0.0208 0.0376 -0.0910
H 0.0393 0.0167 -0.0100
H 0.0115 0.0131 -0.0026
H 0.0660 -0.0213 0.0467
H -0.0430 0.0140 -0.0014
H -0.0061 -0.0015 0.0290
H -0.0113 0.0239 0.0085
H 0.0611 -0.0238 0.0046
H -0.0030 -0.0201 -0.0440
H 0.0176 -0.0188 0.0705
H -0.0304 0.0335 0.0064
H -0.0694 0.0582 0.0283
H -0.0275 -0.0520 0.0713
H -0.0205 -0.0380 0.0063
H -0.0423 -0.0170 0.0399
H 0.0044 0.0273 -0.0226
H 0.0081 0.0063 -0.0001
H 0.0216 -0.0026 0.0028
H 0.0159 0.0005 0.0095
H -0.0024 -0.0064 -0.0078
H 0.0036 -0.0002 -0.0546

Question: total energy of number 3 (C18H38NO2OsSi3)?
Answer: -1872.0120 a.u.